{"formula": "C5H8FNaO4", "method": "ωB97M-V/def2-TZVPD", "species": ["C", "O", "Na", "C", "H", "H", "H", "H", "H", "C", "O", "C", "C", "O", "O", "F", "H", "H", "H"], "coordinates": [[-1.41, -1.29, -0.10], [-0.70, -0.20, -0.59], [-1.64, 1.85, -0.51], [-2.85, -0.93, 0.24], [-1.41, -2.13, -0.82], [-0.93, -1.68, 0.83], [-3.40, -1.80, 0.62], [-2.88, -0.15, 1.02], [-3.38, -0.56, -0.66], [0.50, 0.86, 0.67], [1.15, 1.77, -0.20], [2.33, 1.22, -0.67], [2.38, -0.16, -0.01], [1.41, -0.07, 1.03], [-0.34, 1.34, 1.43], [3.37, 2.01, -0.23], [2.36, 1.22, -1.76], [2.09, -0.95, -0.72], [3.36, -0.36, 0.44]], "mol_weight_g_mol": 174.10, "energy_ha": -758.45702, "e_above_lowest_kcal_mol": 11.7, "max_force_ev_per_a": 2.21, "spin_multiplicity": 1}

{"formula": "C4H7N3OS", "method": "ωB97M-V/def2-TZVPD", "species": ["C", "C", "C", "C", "N", "N", "N", "O", "S", "H", "H", "H", "H", "H", "H", "H"], "coordinates": [[-2.25, -1.31, 0.02], [1.31, -0.34, 0.43], [1.38, 0.42, -1.00], [0.18, 0.25, 1.22], [-2.27, -2.39, 0.36], [-2.39, -0.03, -0.17], [0.07, 0.57, -1.52], [-1.40, 2.20, 0.08], [-1.04, 0.84, 0.00], [0.91, -1.43, 0.26], [2.14, -0.46, 1.09], [1.85, 1.33, -0.93], [1.93, -0.19, -1.59], [-0.50, -0.38, 1.80], [0.42, 1.10, 1.95], [-0.34, -0.19, -2.00]], "mol_weight_g_mol": 145.19, "energy_ha": -794.00317, "e_above_lowest_kcal_mol": 108.6, "max_force_ev_per_a": 5.21, "s_squared": 2.02, "spin_multiplicity": 3}

{"formula": "C28H78O16", "method": "ωB97M-V/def2-TZVPD", "species": ["C", "C", "C", "O", "H", "H", "H", "H", "H", "H", "H", "H", "C", "C", "C", "O", "H", "H", "H", "H", "H", "H", "H", "H", "C", "C", "C", "O", "H", "H", "H", "H", "H", "H", "H", "H", "C", "C", "C", "O", "H", "H", "H", "H", "H", "H", "H", "H", "C", "C", "C", "O", "H", "H", "H", "H", "H", "H", "H", "H", "C", "C", "C", "O", "H", "H", "H", "H", "H", "H", "H", "H", "O", "C", "C", "O", "H", "H", "H", "H", "H", "H", "O", "C", "C", "O", "H", "H", "H", "H", "H", "H", "O", "C", "C", "O", "H", "H", "H", "H", "H", "H", "O", "C", "C", "O", "H", "H", "H", "H", "H", "H", "O", "C", "C", "O", "H", "H", "H", "H", "H", "H"], "coordinates": [[17.72, 15.03, -19.33], [17.67, 15.53, -20.72], [18.26, 16.93, -20.87], [18.42, 14.54, -21.51], [16.79, 15.45, -18.94], [18.61, 15.24, -18.72], [17.35, 14.01, -19.27], [16.64, 15.53, -21.06], [18.07, 17.47, -21.80], [19.35, 16.98, -20.79], [17.86, 17.61, -20.11], [19.29, 14.52, -21.10], [12.80, 18.23, -18.94], [14.33, 18.23, -18.98], [14.84, 19.69, -18.99], [14.80, 17.60, -17.84], [12.42, 17.23, -18.75], [12.30, 18.44, -19.88], [12.29, 18.92, -18.26], [14.50, 17.54, -19.80], [15.90, 19.82, -18.76], [14.23, 20.16, -18.23], [14.59, 20.36, -19.81], [14.56, 16.68, -17.91], [16.90, 17.52, -12.96], [16.74, 18.76, -12.15], [17.92, 19.73, -12.26], [15.66, 19.30, -12.83], [17.85, 17.02, -12.76], [16.98, 17.93, -13.97], [15.99, 16.91, -12.96], [16.73, 18.65, -11.07], [17.96, 20.48, -11.47], [17.93, 20.26, -13.21], [18.84, 19.16, -12.15], [15.08, 19.93, -12.40], [17.55, 15.38, -15.70], [18.82, 14.51, -16.01], [19.72, 14.22, -14.79], [18.40, 13.28, -16.50], [16.88, 15.02, -14.92], [17.01, 15.57, -16.63], [17.96, 16.34, -15.39], [19.39, 14.85, -16.87], [20.29, 15.15, -14.81], [20.26, 13.28, -14.86], [19.06, 14.25, -13.92], [19.11, 12.69, -16.76], [21.86, 17.30, -13.44], [22.25, 18.73, -13.39], [23.64, 19.13, -13.01], [22.03, 19.33, -14.69], [22.25, 16.95, -14.40], [20.80, 17.09, -13.59], [22.31, 16.58, -12.75], [21.48, 19.20, -12.77], [23.82, 20.20, -13.05], [24.48, 18.68, -13.55], [23.77, 18.54, -12.10], [21.31, 18.92, -15.17], [13.30, 12.96, -15.85], [14.80, 12.61, -15.87], [15.06, 11.24, -16.41], [15.40, 13.54, -16.79], [12.71, 12.56, -16.67], [13.14, 13.98, -16.18], [12.87, 12.76, -14.86], [15.30, 12.87, -14.94], [15.22, 10.43, -15.69], [15.96, 11.08, -17.00], [14.10, 10.82, -16.71], [16.32, 13.61, -16.54], [22.48, 14.81, -19.17], [22.41, 16.13, -18.74], [23.52, 16.10, -17.62], [23.01, 15.29, -16.52], [23.10, 14.75, -19.90], [22.63, 16.88, -19.50], [21.44, 16.31, -18.28], [23.75, 17.13, -17.36], [24.42, 15.61, -18.01], [22.59, 14.59, -17.02], [18.19, 11.34, -14.25], [18.41, 9.96, -14.68], [18.12, 8.93, -13.53], [18.95, 9.31, -12.41], [17.27, 11.58, -14.19], [17.79, 9.80, -15.55], [19.49, 9.92, -14.87], [18.28, 7.90, -13.84], [17.10, 9.08, -13.18], [18.50, 10.08, -12.05], [21.02, 11.84, -17.49], [21.14, 10.99, -18.65], [20.16, 11.57, -19.75], [20.63, 12.77, -20.25], [21.73, 11.61, -16.90], [22.22, 10.96, -18.80], [20.95, 9.93, -18.50], [19.12, 11.68, -19.44], [20.22, 10.86, -20.58], [21.07, 13.30, -19.58], [20.03, 18.00, -15.89], [18.98, 18.55, -16.69], [19.56, 19.80, -17.23], [20.82, 19.41, -17.94], [20.76, 17.79, -16.47], [18.65, 17.84, -17.46], [18.05, 18.80, -16.19], [19.82, 20.45, -16.40], [18.76, 20.20, -17.84], [21.17, 20.24, -18.27], [12.16, 15.02, -13.11], [13.50, 15.39, -12.83], [13.89, 15.00, -11.38], [12.77, 15.32, -10.57], [12.00, 15.19, -14.04], [14.19, 15.09, -13.61], [13.55, 16.47, -12.99], [14.79, 15.50, -11.03], [14.06, 13.93, -11.38], [11.96, 15.33, -11.09]], "mol_weight_g_mol": 670.92, "energy_ha": -2317.17756, "e_above_lowest_kcal_mol": 121.3, "smiles": "CC(C)O.CC(C)O.CC(C)O.CC(C)O.CC(C)O.CC(C)O.OCCO.OCCO.OCCO.OCCO.OCCO", "max_force_ev_per_a": 3.02, "spin_multiplicity": 1}

{"formula": "C22H60N2O14", "method": "ωB97M-V/def2-TZVPD", "species": ["C", "O", "C", "C", "N", "C", "C", "O", "C", "H", "H", "H", "H", "H", "H", "H", "H", "H", "H", "H", "H", "H", "H", "H", "C", "O", "C", "C", "N", "C", "C", "O", "C", "H", "H", "H", "H", "H", "H", "H", "H", "H", "H", "H", "H", "H", "H", "H", "O", "C", "C", "O", "H", "H", "H", "H", "H", "H", "O", "C", "C", "O", "H", "H", "H", "H", "H", "H", "O", "C", "C", "O", "H", "H", "H", "H", "H", "H", "O", "C", "C", "O", "H", "H", "H", "H", "H", "H", "O", "C", "C", "O", "H", "H", "H", "H", "H", "H"], "coordinates": [[-3.75, -0.38, 0.53], [-4.09, -0.38, -0.86], [-3.60, 0.64, -1.63], [-4.10, 0.54, -3.03], [-3.75, -0.72, -3.66], [-4.56, -1.16, -4.76], [-5.99, -1.56, -4.41], [-5.95, -2.49, -3.32], [-7.21, -2.96, -2.97], [-3.10, 0.48, 0.77], [-3.28, -1.33, 0.78], [-4.67, -0.30, 1.11], [-2.50, 0.55, -1.62], [-3.83, 1.68, -1.34], [-3.70, 1.31, -3.70], [-5.19, 0.74, -3.01], [-3.78, -1.47, -2.96], [-4.01, -1.92, -5.32], [-4.71, -0.27, -5.42], [-6.52, -2.01, -5.27], [-6.64, -0.74, -4.10], [-7.70, -3.32, -3.89], [-7.82, -2.15, -2.55], [-7.14, -3.75, -2.23], [0.16, -3.73, 2.32], [0.96, -2.62, 2.66], [1.96, -2.83, 3.62], [2.48, -1.55, 4.26], [2.88, -0.50, 3.33], [3.47, 0.65, 4.10], [4.32, 1.55, 3.23], [5.47, 0.84, 2.87], [6.33, 1.58, 2.06], [0.75, -4.53, 1.87], [-0.67, -3.40, 1.71], [-0.27, -4.14, 3.25], [2.71, -3.44, 3.09], [1.59, -3.46, 4.45], [3.27, -1.87, 4.97], [1.61, -1.18, 4.79], [3.62, -0.85, 2.72], [4.06, 0.36, 4.98], [2.58, 1.18, 4.43], [4.46, 2.52, 3.71], [3.75, 1.78, 2.30], [6.75, 2.44, 2.62], [5.79, 1.93, 1.16], [7.11, 0.88, 1.78], [0.08, -3.44, -3.57], [1.28, -3.23, -2.81], [1.19, -3.90, -1.50], [1.41, -5.30, -1.55], [-0.42, -2.63, -3.68], [2.06, -3.77, -3.35], [1.58, -2.18, -2.75], [0.25, -3.60, -1.01], [2.01, -3.49, -0.90], [0.61, -5.83, -1.49], [-1.25, 4.55, 2.07], [-1.85, 4.28, 3.37], [-2.18, 2.83, 3.59], [-1.22, 2.11, 4.31], [-0.31, 4.35, 2.13], [-1.12, 4.58, 4.12], [-2.78, 4.86, 3.48], [-2.42, 2.47, 2.58], [-3.09, 2.75, 4.19], [-0.62, 1.69, 3.65], [3.29, -0.23, -1.52], [4.25, 0.63, -0.97], [5.48, 0.59, -1.75], [6.10, -0.71, -1.71], [2.77, -0.55, -0.75], [3.86, 1.67, -1.01], [4.43, 0.38, 0.08], [6.26, 1.20, -1.28], [5.25, 0.92, -2.77], [5.43, -1.30, -2.07], [1.38, 3.73, -1.55], [0.28, 3.83, -2.49], [-0.99, 3.89, -1.71], [-2.07, 3.74, -2.63], [2.14, 3.57, -2.14], [0.41, 4.81, -2.95], [0.16, 3.07, -3.27], [-1.07, 4.88, -1.26], [-0.90, 3.12, -0.93], [-2.90, 3.85, -2.15], [1.56, -1.05, 0.57], [0.31, -0.37, 0.46], [0.39, 0.97, 1.09], [0.55, 0.96, 2.47], [1.47, -1.66, 1.33], [-0.01, -0.21, -0.58], [-0.48, -0.94, 0.97], [-0.60, 1.40, 0.94], [1.11, 1.61, 0.55], [1.38, 0.43, 2.71]], "mol_weight_g_mol": 576.72, "energy_ha": -2036.89730, "e_above_lowest_kcal_mol": 6.0, "smiles": "COCCNCCOC.COCCNCCOC.OCCO.OCCO.OCCO.OCCO.OCCO", "max_force_ev_per_a": 2.21, "spin_multiplicity": 1}

{"formula": "C8H15INO", "method": "ωB97M-V/def2-TZVPD", "species": ["C", "C", "C", "O", "C", "C", "C", "C", "N", "C", "I", "H", "H", "H", "H", "H", "H", "H", "H", "H", "H", "H", "H", "H", "H", "H"], "coordinates": [[-1.00, 2.72, 0.18], [-1.00, 2.17, -1.25], [0.41, 1.91, -1.76], [1.17, 1.03, -0.93], [0.71, -0.30, -0.93], [0.22, -0.74, 0.48], [-0.67, -2.01, 0.31], [-0.33, -2.74, 1.59], [1.11, -2.49, 1.70], [1.39, -1.36, 1.18], [3.32, -0.60, 1.27], [-1.04, 3.80, 0.19], [-1.86, 2.33, 0.71], [-0.11, 2.41, 0.71], [-1.60, 1.27, -1.30], [-1.44, 2.89, -1.93], [0.94, 2.86, -1.74], [0.40, 1.57, -2.79], [1.53, -0.96, -1.21], [-0.11, -0.46, -1.61], [-0.24, 0.06, 1.05], [-0.38, -2.56, -0.57], [-1.73, -1.82, 0.35], [-0.76, -2.13, 2.38], [-0.69, -3.75, 1.77], [1.79, -3.10, 2.15]], "mol_weight_g_mol": 268.12, "energy_ha": -741.23525, "e_above_lowest_kcal_mol": 0.0, "smiles": "CCCOC[C@H]1CC[NH+]=C1I", "charge": 1, "max_force_ev_per_a": 2.31, "spin_multiplicity": 1}